No. 1
C4H6N2O2 | ωB97M-V/def2-TZVPD

Calculated values
Charge: 0
HOMO (hartree): -0.362
Spin multiplicity: 1
SMILES string: [H]/N=C(/C(=O)O)N1CC1
Kohn-Sham gap (hartree): 0.3831

Last column: natural (NBO) charge in e.
Atoms and positions in Å:
H1 0.051 2.676 -0.854  0.35
N1 -0.801 2.083 -0.369  -0.58
C1 -0.279 0.955 -0.019  0.32
C2 -1.406 -0.183 -0.099  0.76
O1 -1.333 -1.247 -0.718  -0.60
O2 -2.560 0.023 0.618  -0.67
N2 1.034 0.776 -0.009  -0.44
C3 1.163 -0.688 -0.576  -0.33
C4 1.465 -0.397 0.917  -0.31
H2 -3.022 -0.769 0.765  0.50
H3 0.154 -1.145 -1.048  0.31
H4 2.166 -0.944 -1.173  0.20
H5 2.629 -0.146 1.011  0.25
H6 0.738 -0.995 1.555  0.24

No. 2
C27H37AuCl5O2SSi4 | ωB97M-V/def2-TZVPD

Calculated values
Charge: +1
HOMO (alpha / beta) (hartree): -0.387 / -0.387
Spin multiplicity: 1
Kohn-Sham gap (alpha / beta) (hartree): 0.1909 / 0.1910

Last column: Löwdin charge in e.
Atoms and positions in Å:
Au1 0.457 -0.291 -0.270  0.76
Cl1 2.511 -6.041 -4.219  0.71
C1 2.354 -4.526 -3.433  -0.71
C2 1.113 -4.083 -3.005  -0.70
Cl2 -0.291 -5.042 -3.263  0.71
C3 1.004 -2.849 -2.367  -0.57
Cl3 -0.557 -2.293 -1.840  0.73
C4 2.111 -2.034 -2.101  -0.49
O1 2.051 -0.892 -1.457  -0.27
C5 3.356 -2.501 -2.567  -0.61
Cl4 4.722 -1.484 -2.304  0.73
C6 3.480 -3.716 -3.218  -0.69
Cl5 5.020 -4.247 -3.753  0.72
O2 -0.895 1.475 -0.548  -0.64
S1 -1.519 1.298 -1.959  1.05
C7 -2.303 2.848 -2.278  -0.39
C8 -1.761 4.026 -1.778  -0.06
C9 -2.418 5.216 -2.037  -0.05
C10 -3.597 5.216 -2.780  -0.05
C11 -4.130 4.029 -3.261  -0.06
C12 -3.485 2.827 -3.002  -0.07
C13 -0.144 1.379 -3.085  -0.41
C14 -0.311 0.826 -4.348  -0.08
C15 0.775 0.793 -5.209  -0.05
C16 2.004 1.298 -4.798  -0.05
C17 2.153 1.848 -3.533  -0.05
C18 1.074 1.892 -2.663  -0.09
H1 -0.852 4.004 -1.188  0.11
H2 -2.014 6.147 -1.662  0.12
H3 -4.105 6.152 -2.978  0.11
H4 -5.051 4.035 -3.828  0.12
H5 -3.899 1.888 -3.352  0.11
H6 -1.270 0.420 -4.652  0.12
H7 0.666 0.364 -6.196  0.12
H8 2.852 1.259 -5.470  0.12
H9 3.113 2.235 -3.218  0.12
H10 1.177 2.311 -1.668  0.11
C19 -2.432 -0.313 4.532  -0.20
Si1 -2.344 -0.051 2.691  0.34
C20 -3.435 -1.307 1.840  -0.22
C21 -2.818 1.693 2.270  -0.20
Si2 -0.162 -0.608 1.994  0.53
Si3 1.431 1.175 2.605  0.41
C22 1.443 0.990 4.445  -0.19
C23 0.714 2.757 1.953  -0.20
C24 3.027 0.678 1.782  -0.21
Si4 0.732 -2.738 2.499  0.35
C25 0.905 -2.914 4.342  -0.20
C26 -0.520 -3.953 1.839  -0.22
C27 2.378 -2.932 1.653  -0.20
H11 -3.468 -0.173 4.855  0.05
H12 -1.812 0.398 5.085  0.02
H13 -2.127 -1.323 4.819  0.03
H14 -4.494 -1.098 2.024  0.04
H15 -3.223 -2.308 2.222  0.02
H16 -3.283 -1.323 0.756  0.03
H17 -3.907 1.787 2.254  0.04
H18 -2.433 1.997 1.296  0.00
H19 -2.431 2.389 3.020  0.03
H20 0.465 1.195 4.885  0.03
H21 2.162 1.695 4.877  0.05
H22 1.747 -0.016 4.738  0.02
H23 -0.030 3.173 2.636  0.04
H24 0.233 2.590 0.991  -0.01
H25 1.500 3.507 1.816  0.04
H26 3.477 -0.177 2.291  0.03
H27 3.757 1.495 1.811  0.04
H28 2.882 0.406 0.735  0.00
H29 -0.032 -2.715 4.869  0.03
H30 1.668 -2.245 4.746  0.02
H31 1.208 -3.940 4.572  0.05
H32 -1.454 -3.888 2.404  0.02
H33 -0.155 -4.982 1.918  0.04
H34 -0.749 -3.764 0.786  0.01
H35 3.177 -2.472 2.240  0.03
H36 2.396 -2.478 0.656  0.01
H37 2.619 -3.993 1.539  0.05

No. 3
C5H5NO2 | ωB97M-V/def2-TZVPD

Calculated values
Charge: 0
HOMO (hartree): -0.316
Spin multiplicity: 1
SMILES string: NC(=O)O.C#CC#C
Kohn-Sham gap (hartree): 0.3361

Last column: natural (NBO) charge in e.
Atoms and positions in Å:
N1 -0.003 -0.043 -1.627  -0.78
C1 -1.154 -0.423 -0.960  0.84
O1 -1.019 -1.344 -0.111  -0.60
O2 -1.824 0.723 -0.625  -0.69
H1 0.470 -0.805 -2.096  0.40
H2 -0.075 0.773 -2.215  0.39
H3 -2.518 0.519 0.015  0.50
C2 0.274 -1.196 2.379  -0.20
C3 0.488 -0.637 1.329  -0.05
C4 1.243 0.343 0.420  -0.04
C5 1.859 1.358 0.169  -0.24
H4 -0.019 -1.584 3.313  0.23
H5 2.279 2.315 0.008  0.24

No. 4
C5H14N4 | ωB97M-V/def2-TZVPD

Calculated values
Charge: +2
HOMO (alpha / beta) (hartree): -0.593 / -0.593
Spin multiplicity: 1
Kohn-Sham gap (alpha / beta) (hartree): 0.2931 / 0.2931

Last column: natural (NBO) charge in e.
Atoms and positions in Å:
C1 1.212 0.781 -0.052  0.54
C2 -0.521 -1.033 -0.226  -0.29
C3 -0.952 1.588 0.854  -0.06
C4 0.686 -0.585 0.542  -0.09
C5 -2.678 -0.134 -0.519  -0.51
N1 -1.614 -0.393 0.369  -0.36
N2 0.264 1.723 0.168  -0.51
N3 2.330 0.970 -0.700  -0.71
N4 1.826 -1.649 0.379  -0.70
H1 -0.498 -0.759 -1.381  0.21
H2 -0.658 -2.094 0.037  0.26
H3 -1.829 2.051 0.557  0.26
H4 -0.940 1.302 1.897  0.24
H5 0.280 -0.391 1.539  0.31
H6 -2.397 0.096 -1.605  0.19
H7 -3.419 -0.991 -0.707  0.27
H8 -3.488 0.452 -0.177  0.25
H9 0.321 2.469 -0.431  0.43
H10 3.092 0.307 -0.784  0.44
H11 2.565 1.913 -0.947  0.45
H12 1.512 -2.584 0.673  0.48
H13 2.593 -1.256 1.004  0.46
H14 2.314 -1.784 -0.490  0.45

No. 5
C23H41AlN2OP3 | ωB97M-V/def2-TZVPD

Calculated values
Charge: +3
HOMO (hartree): -0.548
Spin multiplicity: 1
Kohn-Sham gap (hartree): 0.2014

Last column: Löwdin charge in e.
Atoms and positions in Å:
Al1 -0.474 -0.051 0.910  0.20
P1 -1.949 -1.932 0.974  0.81
P2 1.212 -1.076 2.430  0.82
P3 1.785 -1.666 -1.645  0.90
H1 -0.699 5.390 -5.228  0.07
C1 -0.766 4.487 -5.843  -0.08
C2 -1.884 3.764 -5.962  -0.10
H2 -2.842 4.045 -5.512  0.07
C3 -3.607 -1.484 1.578  -0.22
C4 -1.580 -3.455 1.901  -0.21
C5 -2.299 -2.531 -0.714  -0.20
C6 2.760 -0.137 2.656  -0.21
C7 0.404 -0.838 4.053  -0.21
C8 1.805 -2.800 2.573  -0.21
C9 1.116 -1.509 -3.294  -0.17
C10 1.666 -3.362 -1.059  -0.19
C11 3.467 -1.083 -1.549  -0.18
H3 0.133 4.236 -6.425  0.06
H4 -1.886 2.863 -6.590  0.06
H5 -4.061 -0.731 0.919  0.08
H6 -3.547 -1.075 2.594  0.06
H7 -4.232 -2.388 1.581  0.08
H8 -1.293 -3.226 2.934  0.05
H9 -0.768 -4.023 1.433  0.05
H10 -2.483 -4.079 1.919  0.08
H11 -2.420 -1.687 -1.406  0.06
H12 -3.229 -3.119 -0.700  0.08
H13 -1.484 -3.170 -1.077  0.05
H14 3.472 -0.754 3.226  0.08
H15 2.584 0.794 3.213  0.04
H16 3.210 0.110 1.681  0.06
H17 0.911 -1.479 4.785  0.09
H18 -0.662 -1.096 4.005  0.05
H19 0.478 0.203 4.390  0.05
H20 2.899 -2.813 2.671  0.07
H21 1.532 -3.392 1.693  0.01
H22 1.377 -3.268 3.469  0.07
H23 1.556 -2.294 -3.916  0.08
H24 1.348 -0.529 -3.729  0.07
H25 0.026 -1.631 -3.278  0.07
H26 1.670 -4.060 -1.915  0.09
H27 0.718 -3.497 -0.511  0.03
H28 2.512 -3.609 -0.395  0.07
H29 4.082 -1.469 -2.375  0.09
H30 3.935 -1.407 -0.606  0.07
H31 3.475 0.016 -1.604  0.08
C12 -0.595 1.419 -1.703  -0.37
C13 0.563 2.235 -1.711  -0.04
C14 1.017 2.710 -2.934  -0.06
C15 0.338 2.346 -4.100  -0.10
C16 -0.936 1.774 -4.034  -0.08
C17 -1.433 1.327 -2.829  -0.01
O1 -0.827 0.566 -0.706  -0.16
H32 0.937 -0.885 -0.819  -0.01
H33 1.139 2.377 -0.799  0.10
H34 1.921 3.323 -3.004  0.13
H35 0.768 2.582 -5.081  0.11
H36 -1.579 1.708 -4.916  0.10
H37 -2.364 0.763 -2.758  0.12
N1 2.477 3.464 5.019  0.24
C18 1.479 3.159 4.487  -0.14
C19 0.261 2.738 3.835  -0.18
C20 -0.967 2.809 4.512  0.07
C21 -2.074 2.235 3.920  0.02
C22 -1.953 1.563 2.714  -0.05
N2 -0.740 1.465 2.101  0.00
C23 0.311 2.190 2.565  -0.05
H38 -1.035 3.336 5.459  0.16
H39 -3.061 2.268 4.384  0.15
H40 -2.813 1.098 2.214  0.12
H41 1.197 2.242 1.927  0.14

Calculated max |F| (eV Å⁻¹), listed in the same order as above: 5.7, 1.5, 6.3, 5.5, 4.1
Calculated energy above the lowest of the compared OMol25 structures with the same formula, charge and spin (kcal/mol), listed in the same order as above: 118.1, 0.0, 135.6, 105.2, 5.6